C23H32CaO8S2Te as an isolated structure in a non-equilibrium geometry. Source: the OMol25 dataset; level of theory: wB97M-V/def2-TZVPD.

For the HOMO-LUMO gap, the calculation gives 7.002 eV.

```
! RIJCOSX wB97M-V def2-TZVPD def2/J DEFGRID3
* xyz 0 1
Ca -0.15 0.96 0.85
C -3.01 -0.62 0.13
C -3.48 0.77 0.56
O -2.58 1.78 0.20
C -2.56 2.14 -1.17
C -1.30 1.63 -1.86
O -0.20 2.06 -1.07
C 0.88 2.62 -1.77
C 1.90 3.07 -0.73
O 2.26 2.03 0.15
C 3.13 1.05 -0.39
C 2.38 -0.26 -0.68
O 1.66 -0.62 0.48
C 2.11 -1.79 1.13
C 1.53 -1.81 2.55
O 0.16 -1.48 2.62
C -0.77 -2.42 2.14
C -1.23 -2.12 0.71
O -1.73 -0.79 0.69
H -2.98 -0.70 -0.97
H -3.72 -1.37 0.51
H -3.51 0.80 1.66
H -4.49 0.97 0.16
H -2.54 3.23 -1.19
H -3.46 1.78 -1.69
H -1.24 2.06 -2.87
H -1.26 0.53 -1.95
H 0.54 3.49 -2.36
H 1.31 1.88 -2.45
H 1.43 3.82 -0.08
H 2.78 3.49 -1.22
H 3.88 0.85 0.39
H 3.63 1.41 -1.30
H 3.09 -1.04 -0.98
H 1.65 -0.15 -1.50
H 3.20 -1.80 1.21
H 1.79 -2.68 0.57
H 2.01 -1.03 3.15
H 1.72 -2.80 3.00
H -1.64 -2.32 2.80
H -0.37 -3.44 2.20
H -2.00 -2.83 0.42
H -0.41 -2.18 -0.01
Te 0.09 1.47 3.63
C 0.17 3.56 3.54
C 0.66 4.40 4.49
C 0.51 5.77 4.17
C -0.10 5.97 2.98
S -0.50 4.47 2.22
H 1.12 4.04 5.39
H 0.82 6.57 4.82
H -0.36 6.89 2.50
O 1.11 -2.92 -9.06
C 0.02 -2.35 -8.48
O -0.89 -2.00 -9.18
C 0.04 -2.19 -7.02
C 1.08 -2.64 -6.18
C 1.01 -2.46 -4.82
C -0.09 -1.82 -4.23
S -0.16 -1.53 -2.55
C -1.14 -1.40 -5.07
C -1.07 -1.58 -6.42
H 1.79 -3.13 -8.41
H 1.96 -3.12 -6.59
H 1.81 -2.82 -4.19
H -2.00 -0.94 -4.61
H -1.87 -1.25 -7.07
*
```

C5H10N2 as an isolated structure in a non-equilibrium geometry. Source: the OMol25 dataset; level of theory: wB97M-V/def2-TZVPD.

Its relative energy (zero: lowest compared OMol25 entry of this formula, charge and spin) is 3.237 eV. For the HOMO-LUMO gap, the calculation gives 8.930 eV.

```
! RIJCOSX wB97M-V def2-TZVPD def2/J DEFGRID3
* xyz 0 1
C 0.63 1.98 -0.52
C -1.39 -1.38 -0.53
C 0.39 0.21 1.73
C 0.24 0.55 -0.26
N 1.38 -0.38 -0.11
C -0.98 0.06 -0.62
N 0.05 -0.67 2.46
H 1.25 -1.30 -0.50
H 2.28 0.03 -0.34
H 0.30 -1.62 2.67
H -1.77 0.79 -0.74
H -0.26 2.62 -0.55
H 1.25 2.35 0.30
H 1.17 2.07 -1.45
H -2.46 -1.48 -0.69
H -1.17 -1.82 0.45
H -0.89 -2.01 -1.28
*
```

C30H39O6RuSi as an isolated structure. Source: the OMol25 dataset; level of theory: wB97M-V/def2-TZVPD.

The expectation value of S² is 8.760. Its relative energy (zero: lowest compared OMol25 entry of this formula, charge and spin) is 0.000 eV. For the HOMO-LUMO gap (spin up / spin down), the calculation gives 7.818 / 6.481 eV.

```
! RIJCOSX wB97M-V def2-TZVPD def2/J DEFGRID3
* xyz 2 6
Ru 0.99 0.31 -0.14
C 0.98 -1.98 2.17
C 1.41 -0.79 2.98
O 0.91 0.37 2.31
C 1.38 1.62 2.82
C 2.81 1.84 2.38
O 2.87 1.53 0.98
C 4.21 1.37 0.49
C 4.26 0.04 -0.24
O 3.21 0.01 -1.21
C 3.48 0.80 -2.38
C 2.32 1.77 -2.59
O 1.07 1.15 -2.28
C 0.50 0.29 -3.28
C 0.98 -1.14 -3.12
O 0.79 -1.50 -1.75
C 1.50 -2.69 -1.39
C 1.17 -2.99 0.05
O 1.54 -1.86 0.85
H -0.11 -2.03 2.09
H 1.34 -2.91 2.63
H 2.50 -0.75 3.06
H 0.98 -0.83 3.99
H 1.27 1.66 3.90
H 0.72 2.38 2.39
H 3.51 1.18 2.92
H 3.12 2.87 2.56
H 4.92 1.39 1.32
H 4.43 2.22 -0.16
H 4.05 -0.78 0.45
H 5.22 -0.13 -0.72
H 3.63 0.12 -3.22
H 4.41 1.36 -2.25
H 2.30 2.16 -3.61
H 2.40 2.61 -1.91
H 0.73 0.68 -4.27
H -0.57 0.35 -3.12
H 2.04 -1.26 -3.37
H 0.40 -1.81 -3.76
H 2.58 -2.51 -1.52
H 1.20 -3.52 -2.03
H 1.70 -3.88 0.41
H 0.09 -3.15 0.15
C -2.41 4.04 -1.98
C -3.29 2.98 -2.13
C -3.06 1.78 -1.49
C -1.93 1.60 -0.68
C -1.07 2.69 -0.53
C -1.30 3.90 -1.17
Si -1.79 -0.02 0.28
C -2.42 0.17 2.02
C -3.27 -0.74 2.67
C -3.75 -0.49 3.95
C -3.40 0.67 4.61
C -2.58 1.61 3.98
C -2.10 1.35 2.71
C -2.33 -1.54 -0.65
C -2.41 -2.78 0.01
C -2.73 -3.94 -0.66
C -2.99 -3.91 -2.02
C -2.92 -2.70 -2.70
C -2.59 -1.54 -2.02
H -2.60 4.98 -2.48
H -4.18 3.10 -2.74
H -3.78 0.99 -1.61
H -0.19 2.63 0.13
H -0.62 4.72 -1.02
H -3.60 -1.64 2.17
H -4.41 -1.21 4.42
H -3.78 0.87 5.60
H -2.34 2.53 4.48
H -1.50 2.11 2.23
H -2.20 -2.84 1.07
H -2.78 -4.88 -0.13
H -3.26 -4.81 -2.55
H -3.15 -2.66 -3.76
H -2.56 -0.61 -2.58
*
```

C3H8N2O2S as an isolated structure in a non-equilibrium geometry. Source: the OMol25 dataset; level of theory: wB97M-V/def2-TZVPD.

Its relative energy (zero: lowest compared OMol25 entry of this formula, charge and spin) is 1.267 eV. For the HOMO-LUMO gap, the calculation gives 9.191 eV.

```
! RIJCOSX wB97M-V def2-TZVPD def2/J DEFGRID3
* xyz 0 1
C -1.22 0.34 -0.58
C 1.43 0.54 0.08
C -0.35 -0.05 0.55
N 1.74 0.49 -1.25
N -0.23 -1.51 0.84
O -1.49 -0.50 -1.55
O -1.71 1.46 -0.72
S -1.04 0.89 2.04
H 1.47 1.58 0.52
H 1.92 -0.16 0.73
H 2.22 -0.35 -1.58
H 1.51 1.19 -2.03
H -1.18 -1.41 -1.53
H 0.38 -1.54 1.71
H -1.12 -2.04 0.98
H -2.34 1.07 1.79
*
```

An isolated ion of composition C4H9N4 and charge +1 in a non-equilibrium geometry. Source: the OMol25 dataset; level of theory: wB97M-V/def2-TZVPD.

The expectation value of S² is 2.017. Its relative energy (zero: lowest compared OMol25 entry of this formula, charge and spin) is 1.335 eV. For the HOMO-LUMO gap (spin up / spin down), the calculation gives 6.592 / 7.379 eV.

```
! RIJCOSX wB97M-V def2-TZVPD def2/J DEFGRID3
* xyz 1 3
C 1.36 -0.38 0.64
C 1.91 0.08 -0.64
C 0.14 -0.13 1.15
C -1.53 0.44 -0.79
N 1.16 0.65 -1.45
N -1.00 0.66 0.35
N -0.38 -0.37 2.35
N -1.38 -0.65 -1.51
H 2.17 -0.91 1.12
H 3.01 -0.14 -0.56
H -2.36 1.07 -1.12
H 1.64 1.03 -2.29
H -1.23 1.41 0.98
H 0.05 -0.63 3.13
H -1.36 -0.46 2.41
H -0.46 -1.13 -1.33
H -1.75 -0.53 -2.44
*
```

CH3ClO3S2 as an isolated structure in a non-equilibrium geometry. Source: the OMol25 dataset; level of theory: wB97M-V/def2-TZVPD.

Its relative energy (zero: lowest compared OMol25 entry of this formula, charge and spin) is 2.076 eV. For the HOMO-LUMO gap (spin up / spin down), the calculation gives 7.243 / 7.310 eV.

```
! RIJCOSX wB97M-V def2-TZVPD def2/J DEFGRID3
* xyz 0 1
C 0.21 -0.11 0.04
O -2.63 -2.11 0.17
O 1.37 -2.42 0.24
O 0.16 -1.95 -1.90
S -1.50 -2.90 0.51
S 0.29 -1.81 -0.44
Cl -0.24 -1.75 2.72
H 0.69 0.52 -0.55
H -0.85 0.08 -0.18
H 0.37 0.02 1.15
*
```

Calculated values (Ha) of E_tot for the records, taken in order: -3239.5535 -305.9049 -2001.7083 -777.2327 -376.4266 -1522.0649.